{"formula": "C6H15O2", "method": "wB97M-V/def2-TZVPD", "homo_lumo_gap_ev": [2.97, 6.49], "charge": -2, "de_lowest_ev": 0.000, "energy_ha": -387.94913, "multiplicity": 2, "max_force_ha_per_bohr": 0.02187, "species": ["C", "O", "C", "C", "C", "C", "C", "H", "H", "H", "H", "H", "H", "H", "H", "H", "H", "H", "H", "H", "H", "H", "O"], "xyz": [[0.71024, 2.84479, -1.30514], [0.85082, 3.09088, -0.00386], [0.95784, 1.36421, -1.69622], [-0.03223, 0.44549, -0.95352], [0.51470, -0.11524, 0.36529], [-0.59384, -0.57998, 1.32177], [1.52042, -1.23711, 0.19135], [1.37869, 3.47888, -1.97460], [-0.31220, 3.09064, -1.74182], [0.84409, 1.23564, -2.78248], [2.00099, 1.16349, -1.43427], [-0.38740, -0.40153, -1.55171], [-0.89028, 1.07013, -0.69127], [0.97595, 0.76127, 0.83133], [-1.10779, -1.44398, 0.88563], [-1.33564, 0.19615, 1.51349], [-0.13059, -0.94856, 2.24045], [2.19166, -1.03707, -0.65032], [0.99929, -2.15729, -0.11345], [2.11388, -1.44953, 1.08423], [-3.75295, -2.42753, 1.98886], [-3.22035, -3.85081, 1.93154], [-3.29527, -3.09293, 2.54473]], "forces_ev_per_a": [[-0.010, 0.284, -0.381], [-0.027, 0.082, 0.124], [-0.305, 0.054, -0.038], [0.345, -0.174, 0.322], [-0.341, 0.778, 0.737], [0.302, -0.509, -0.711], [-0.031, -0.322, -0.856], [0.112, -0.197, 0.018], [-0.058, -0.096, 0.183], [0.064, 0.065, -0.052], [0.028, -0.285, 0.044], [-0.036, 0.065, -0.230], [-0.127, -0.096, -0.095], [0.285, -0.083, -0.016], [-0.146, 0.072, 0.100], [0.144, 0.004, 0.166], [-0.254, 0.192, 0.199], [0.222, 0.189, 0.180], [-0.008, 0.021, 0.269], [-0.086, 0.056, 0.010], [-0.011, -0.132, 0.090], [-0.051, -0.119, 0.004], [-0.009, 0.151, -0.067]], "mulliken_spin": [0.00, 0.00, 0.00, 0.15, -0.55, 0.59, 0.21, 0.00, 0.00, 0.01, 0.00, -0.06, 0.03, -0.01, 0.00, 0.02, -0.04, 0.02, -0.10, 0.00, -0.35, -0.58, 1.64]}

***

{"formula": "C10H12NO", "method": "wB97M-V/def2-TZVPD", "homo_lumo_gap_ev": 9.02, "charge": 1, "de_lowest_ev": 4.814, "energy_ha": -517.80826, "max_force_ha_per_bohr": 0.09314, "species": ["C", "C", "C", "C", "C", "C", "C", "C", "C", "C", "N", "O", "H", "H", "H", "H", "H", "H", "H", "H", "H", "H", "H", "H"], "xyz": [[1.54781, 2.57392, 0.45135], [1.89425, 1.54554, 1.31645], [0.42768, 2.57637, -0.42612], [1.13275, 0.41002, 1.20952], [-0.33332, 1.36631, -0.54431], [0.09798, 0.29141, 0.30505], [-1.49602, 1.09837, -1.27872], [-1.97613, -0.13450, -1.18056], [-1.64381, -1.22331, 1.23068], [1.25561, -1.88092, -0.90125], [-0.74265, -0.86145, 0.10492], [-0.03458, -1.97047, -0.33926], [2.16491, 3.45261, 0.51652], [2.85894, 1.38023, 1.79197], [0.43824, 3.48765, -1.02151], [1.36975, -0.50433, 1.67118], [-1.94717, 1.88634, -1.83185], [-2.61248, -0.96184, -1.31358], [-1.13330, -1.58670, 2.05339], [-2.45281, -0.41474, 1.47752], [-2.33190, -2.13455, 0.88359], [1.73347, -2.86943, -0.84330], [2.03405, -1.23640, -0.27257], [1.26624, -1.38616, -1.98516]], "forces_ev_per_a": [[-0.451, 0.499, 0.281], [0.098, -0.791, -1.345], [1.218, -1.287, 0.660], [-1.217, -1.159, -0.823], [3.621, 1.240, 2.879], [-1.173, 2.526, -0.797], [-1.926, -1.700, -0.988], [3.429, 0.164, 2.348], [-4.160, -1.049, -2.076], [2.883, 3.059, -0.944], [-1.420, 2.058, -1.667], [-0.839, -1.816, 0.647], [0.045, 0.341, -0.374], [-0.290, 0.980, 0.368], [-1.042, -0.416, -0.206], [0.553, -0.812, 1.135], [-0.524, 0.324, -0.623], [-0.911, -0.272, -0.615], [1.291, -0.277, 1.693], [2.145, -1.049, -0.568], [1.680, 1.833, 0.440], [-0.908, 0.107, -0.421], [-1.911, -1.138, -1.208], [-0.193, -1.365, 2.203]], "lowdin_charge": [-0.04, -0.03, 0.05, -0.03, -0.14, -0.18, -0.02, 0.24, 0.02, -0.06, -0.17, -0.10, 0.11, 0.13, 0.12, 0.12, 0.14, 0.10, 0.07, 0.16, 0.15, 0.10, 0.12, 0.14]}

***

{"formula": "C24H33N3O4", "method": "wB97M-V/def2-TZVPD", "homo_lumo_gap_ev": 8.06, "smiles": "CCOC(CCNC(=O)c1cn(CC(C)C)c(=O)c2c1c1ccccc1n2C)OCC", "de_lowest_ev": 0.000, "energy_ha": -1399.62256, "max_force_ha_per_bohr": 0.01694, "species": ["C", "C", "O", "C", "C", "C", "N", "C", "O", "C", "C", "N", "C", "C", "C", "C", "C", "O", "C", "C", "C", "C", "C", "C", "C", "C", "N", "C", "O", "C", "C", "H", "H", "H", "H", "H", "H", "H", "H", "H", "H", "H", "H", "H", "H", "H", "H", "H", "H", "H", "H", "H", "H", "H", "H", "H", "H", "H", "H", "H", "H", "H", "H", "H"], "xyz": [[-1.87089, 0.35024, -6.41480], [-1.28755, 1.13827, -5.25292], [-0.11115, 0.47383, -4.80846], [0.33678, 0.82617, -3.52893], [0.71051, 2.30930, -3.39132], [1.71624, 2.53246, -2.26003], [1.26640, 1.95196, -1.01872], [1.84352, 0.83264, -0.51593], [2.88327, 0.36761, -0.94657], [1.07751, 0.18538, 0.58047], [1.12009, -1.17596, 0.62395], [0.36253, -1.93360, 1.45328], [0.52739, -3.37393, 1.42561], [1.84952, -3.82069, 2.06524], [1.96257, -5.33969, 1.97393], [1.92661, -3.35763, 3.51710], [-0.56716, -1.40168, 2.33982], [-1.27882, -2.13591, 3.01882], [-0.57148, 0.03666, 2.35444], [0.23503, 0.83161, 1.52888], [0.00482, 2.18647, 1.92549], [0.55394, 3.42263, 1.57695], [0.09564, 4.55484, 2.21082], [-0.89823, 4.48969, 3.19180], [-1.43772, 3.28473, 3.58047], [-0.97326, 2.13180, 2.95303], [-1.31064, 0.83182, 3.19150], [-2.25522, 0.39630, 4.18316], [-0.61659, 0.54655, -2.53750], [-0.87243, -0.83539, -2.34980], [-1.95377, -0.98663, -1.29345], [-2.13736, -0.65286, -6.09291], [-2.75754, 0.85148, -6.79321], [-1.13568, 0.27203, -7.21064], [-2.00837, 1.20021, -4.42817], [-1.03920, 2.15859, -5.57729], [1.23199, 0.19738, -3.38743], [1.14355, 2.64843, -4.33244], [-0.20295, 2.87302, -3.19213], [1.87643, 3.60776, -2.12318], [2.67156, 2.05704, -2.49732], [0.31070, 2.14241, -0.75803], [1.77238, -1.71126, -0.04966], [0.47752, -3.71764, 0.38836], [-0.31209, -3.79437, 1.98542], [2.67871, -3.36937, 1.50851], [1.15325, -5.81229, 2.52585], [2.90697, -5.67381, 2.39584], [1.91384, -5.67055, 0.93882], [1.92647, -2.27130, 3.57729], [2.83856, -3.72337, 3.98276], [1.07364, -3.73127, 4.07900], [1.34019, 3.48676, 0.84188], [0.51407, 5.51632, 1.95291], [-1.23558, 5.40168, 3.66150], [-2.18854, 3.23267, 4.35378], [-2.29980, -0.69069, 4.16444], [-1.94364, 0.73056, 5.17533], [-3.24528, 0.80429, 3.96711], [-1.19136, -1.28584, -3.29863], [0.05698, -1.33052, -2.03115], [-1.64110, -0.51003, -0.36821], [-2.87341, -0.51564, -1.63023], [-2.14243, -2.03960, -1.10450]], "forces_ev_per_a": [[0.267, 0.178, 0.340], [-0.167, 0.044, -0.058], [-0.121, -0.147, -0.182], [0.422, 0.214, 0.037], [-0.071, -0.464, 0.152], [0.077, 0.143, -0.256], [0.039, 0.157, 0.096], [-0.165, 0.138, 0.129], [0.220, -0.227, -0.163], [0.112, -0.691, 0.140], [0.303, 0.711, -0.401], [-0.187, 0.263, 0.129], [0.203, -0.568, 0.093], [-0.195, -0.046, 0.107], [0.036, 0.297, -0.106], [0.049, 0.026, -0.239], [-0.111, -0.122, -0.022], [-0.061, -0.021, 0.158], [0.431, 0.400, -0.509], [-0.355, -0.625, 0.324], [-0.320, 0.081, 0.300], [0.020, 0.147, 0.080], [0.130, 0.112, -0.133], [-0.088, -0.082, 0.085], [-0.115, 0.051, 0.128], [0.315, 0.140, -0.374], [0.091, -0.048, -0.066], [-0.346, -0.129, 0.374], [-0.137, 0.115, -0.026], [-0.117, -0.252, 0.009], [0.336, 0.138, -0.295], [-0.055, -0.100, 0.016], [-0.097, 0.027, -0.076], [0.031, -0.018, -0.137], [0.066, 0.044, -0.110], [-0.046, -0.075, 0.074], [-0.156, 0.094, 0.061], [-0.025, 0.055, -0.015], [-0.039, 0.081, -0.090], [0.090, -0.101, -0.060], [-0.104, 0.148, 0.025], [0.034, -0.147, 0.043], [0.031, -0.056, -0.051], [-0.042, 0.051, 0.035], [0.126, 0.010, -0.168], [-0.025, -0.011, -0.019], [-0.101, -0.099, 0.077], [0.075, -0.080, 0.037], [-0.006, -0.113, -0.106], [-0.002, 0.108, 0.093], [0.094, -0.006, 0.071], [-0.099, -0.040, 0.098], [0.024, 0.032, -0.037], [0.048, 0.068, -0.030], [-0.042, 0.057, 0.052], [-0.079, 0.006, 0.079], [-0.022, 0.167, 0.031], [-0.024, 0.004, -0.008], [0.015, 0.003, 0.024], [0.066, 0.019, 0.103], [-0.076, 0.009, -0.060], [0.027, 0.040, 0.158], [-0.123, 0.020, -0.013], [-0.057, -0.127, 0.051]], "lowdin_charge": [-0.07, -0.26, -0.09, -0.40, -0.09, -0.16, 0.06, -0.45, 0.06, -0.06, -0.01, 0.01, -0.12, -0.41, -0.07, -0.06, -0.36, 0.04, -0.06, -0.04, -0.09, -0.03, -0.09, -0.09, -0.01, -0.16, -0.03, -0.01, -0.11, -0.24, -0.05, 0.07, 0.07, 0.08, 0.12, 0.12, 0.17, 0.13, 0.12, 0.12, 0.12, 0.14, 0.14, 0.13, 0.13, 0.13, 0.08, 0.08, 0.08, 0.08, 0.08, 0.09, 0.10, 0.10, 0.10, 0.11, 0.08, 0.10, 0.10, 0.12, 0.12, 0.06, 0.08, 0.08]}